# C76H213N19O21

A 21-piece molecular cluster, C76H213N19O21 overall at a distorted geometry (ωB97M-V with the def2-TZVPD basis set, the Open Molecules 2025 dataset).

As for the electronic energy: -153556.0496 eV. As for the total charge: 0. The calculation puts the HOMO energy at -0.3064 Ha. The calculation puts the relative energy (zero: lowest compared OMol25 entry of this formula, charge and spin) at 36.1 kJ/mol. The calculation puts the gap between HOMO and LUMO at 8.6541 eV.

Cartesian coordinates (Å):
O  5.586  1.800  -2.590
H  5.394  2.276  -3.398
H  4.728  1.642  -2.195
O  6.090  -0.925  -1.556
H  5.213  -1.163  -1.257
H  5.974  -0.087  -2.002
C  -7.337  -0.020  1.801
C  -6.022  0.356  2.592
C  -5.743  1.927  2.709
O  -6.819  2.552  3.312
C  -6.604  3.984  3.277
N  -6.228  -0.280  3.910
H  -7.637  -1.052  1.980
H  -7.284  0.075  0.716
H  -8.207  0.438  2.272
H  -5.169  -0.112  2.101
H  -5.651  2.345  1.706
H  -4.845  2.189  3.268
H  -7.477  4.473  3.709
H  -6.687  4.375  2.262
H  -5.596  4.329  3.506
H  -7.182  -0.083  4.175
H  -5.578  0.194  4.522
C  -3.543  -4.144  4.149
C  -3.484  -5.329  5.083
C  -4.692  -6.239  5.106
O  -5.696  -5.582  5.875
C  -6.942  -6.267  5.950
N  -2.297  -6.017  4.795
H  -3.851  -4.480  3.160
H  -2.655  -3.520  4.050
H  -4.333  -3.420  4.347
H  -3.273  -4.959  6.086
H  -4.385  -7.194  5.532
H  -5.025  -6.484  4.097
H  -7.454  -5.814  6.800
H  -6.894  -7.343  6.113
H  -7.348  -6.022  4.969
H  -1.906  -5.830  3.882
H  -1.606  -5.623  5.418
C  3.981  8.692  -2.360
C  3.767  7.541  -1.396
C  2.818  6.457  -1.974
O  1.419  6.987  -2.102
C  0.514  5.960  -2.532
N  5.062  6.883  -1.120
H  4.485  8.372  -3.272
H  4.407  9.632  -2.008
H  2.988  9.052  -2.627
H  3.233  7.909  -0.520
H  2.800  5.583  -1.323
H  3.236  6.114  -2.920
H  0.849  5.549  -3.484
H  -0.484  6.399  -2.539
H  0.507  5.226  -1.726
H  5.830  7.524  -0.983
H  5.307  6.435  -1.991
C  -3.610  5.919  -2.683
C  -4.559  4.720  -2.730
C  -4.244  3.818  -1.537
O  -4.881  2.569  -1.950
C  -4.716  1.384  -1.099
N  -5.968  5.053  -2.774
H  -2.571  5.659  -2.481
H  -3.972  6.491  -1.829
H  -3.775  6.451  -3.620
H  -4.239  4.270  -3.670
H  -4.672  4.047  -0.561
H  -3.201  3.503  -1.527
H  -4.868  1.558  -0.034
H  -3.778  0.848  -1.244
H  -5.526  0.729  -1.420
H  -6.298  5.479  -1.919
H  -6.289  4.101  -2.670
C  -0.318  3.738  -9.189
C  -0.934  2.325  -8.844
C  -1.995  2.526  -7.777
O  -1.515  2.210  -6.406
C  -2.285  2.682  -5.399
N  -1.509  1.796  -10.020
H  0.106  4.232  -8.315
H  -1.027  4.457  -9.600
H  0.444  3.690  -9.967
H  -0.237  1.613  -8.402
H  -2.853  1.873  -7.937
H  -2.368  3.548  -7.720
H  -1.919  2.223  -4.480
H  -3.361  2.591  -5.543
H  -1.947  3.685  -5.141
H  -2.157  2.438  -10.454
H  -0.905  1.511  -10.777
C  4.215  0.456  10.478
C  3.016  -0.059  9.756
C  2.431  0.812  8.620
O  1.490  -0.008  7.924
C  0.585  0.683  7.051
N  3.377  -1.391  9.229
H  5.015  0.468  9.738
H  4.527  -0.160  11.321
H  4.140  1.401  11.017
H  2.235  -0.238  10.495
H  3.131  1.172  7.867
H  2.061  1.662  9.195
H  0.095  1.462  7.634
H  -0.149  -0.004  6.631
H  1.194  1.171  6.290
H  2.975  -2.134  9.783
H  2.864  -1.558  8.375
C  3.430  -4.030  -0.594
C  2.910  -2.948  -1.562
C  1.409  -3.101  -2.044
O  0.519  -2.853  -0.986
C  -0.768  -3.172  -1.365
N  3.190  -1.669  -0.910
H  4.338  -3.763  -0.054
H  3.589  -5.002  -1.059
H  2.586  -4.302  0.040
H  3.543  -2.937  -2.449
H  1.345  -4.105  -2.463
H  1.196  -2.438  -2.882
H  -1.494  -2.979  -0.575
H  -0.935  -4.249  -1.401
H  -1.162  -2.669  -2.247
H  2.711  -1.644  -0.022
H  2.619  -1.018  -1.429
C  9.469  -3.074  -7.833
C  7.938  -2.985  -7.699
C  7.376  -2.229  -6.430
O  5.974  -2.247  -6.125
C  5.688  -2.021  -4.724
N  7.495  -2.578  -9.050
H  9.856  -3.502  -8.757
H  10.031  -3.578  -7.046
H  9.948  -2.097  -7.900
H  7.585  -4.014  -7.628
H  7.876  -1.268  -6.313
H  7.925  -2.700  -5.614
H  4.617  -1.873  -4.589
H  6.321  -1.254  -4.278
H  5.905  -2.998  -4.292
H  6.488  -2.642  -9.088
H  7.665  -1.588  -9.148
C  3.232  3.557  2.253
C  3.238  3.652  3.772
C  2.397  4.850  4.334
O  2.589  5.186  5.742
C  3.930  5.405  6.132
N  2.662  2.463  4.352
H  2.231  3.254  1.946
H  3.984  2.873  1.860
H  3.406  4.525  1.784
H  4.276  3.698  4.100
H  1.343  4.590  4.237
H  2.645  5.724  3.731
H  4.296  6.113  5.388
H  4.301  4.383  6.053
H  3.979  5.822  7.137
H  2.726  2.562  5.356
H  3.128  1.628  4.027
C  -1.615  -5.077  -4.626
C  -2.220  -6.468  -4.564
C  -1.203  -7.564  -5.136
O  -0.968  -7.503  -6.511
C  -2.191  -7.860  -7.274
N  -2.511  -6.815  -3.198
H  -2.290  -4.322  -4.224
H  -1.347  -4.801  -5.646
H  -0.785  -4.981  -3.926
H  -3.201  -6.529  -5.034
H  -1.602  -8.536  -4.847
H  -0.286  -7.413  -4.566
H  -1.926  -8.016  -8.319
H  -3.049  -7.269  -6.952
H  -2.572  -8.834  -6.967
H  -3.151  -7.574  -3.013
H  -2.926  -6.030  -2.717
C  0.032  2.354  -1.713
C  0.577  1.091  -0.997
C  -0.390  0.563  0.058
O  -0.561  1.404  1.194
C  -0.995  0.730  2.459
N  1.071  0.111  -1.974
H  -0.900  2.259  -2.271
H  0.619  2.677  -2.573
H  0.118  3.202  -1.033
H  1.452  1.399  -0.425
H  -0.115  -0.471  0.267
H  -1.335  0.342  -0.438
H  -0.312  -0.104  2.619
H  -1.958  0.221  2.432
H  -0.956  1.416  3.305
H  0.560  -0.718  -1.708
H  0.875  0.185  -2.962
C  3.768  7.719  -7.866
C  2.447  7.098  -7.311
C  2.644  6.679  -5.859
O  3.339  5.329  -5.650
C  2.398  4.274  -6.013
N  1.668  8.275  -7.403
H  3.697  8.384  -8.727
H  4.523  6.944  -7.997
H  4.185  8.273  -7.024
H  1.995  6.393  -8.008
H  1.657  6.612  -5.402
H  3.331  7.344  -5.335
H  2.110  4.345  -7.062
H  1.518  4.420  -5.386
H  2.771  3.296  -5.711
H  1.766  8.475  -8.388
H  0.719  7.979  -7.226
C  -3.029  4.938  7.029
C  -1.667  4.382  6.453
C  -1.898  3.458  5.180
O  -2.241  2.134  5.381
C  -3.401  1.849  6.144
N  -0.813  5.586  6.213
H  -3.444  4.278  7.790
H  -3.732  5.046  6.203
H  -2.887  5.918  7.485
H  -1.181  3.753  7.199
H  -0.990  3.213  4.630
H  -2.529  3.833  4.375
H  -3.125  2.000  7.187
H  -3.746  0.821  6.032
H  -4.227  2.481  5.818
H  0.148  5.277  6.214
H  -0.723  6.247  6.972
C  -2.600  4.580  1.767
C  -1.157  5.008  1.758
C  -0.824  6.273  2.531
O  -1.450  7.379  1.925
C  -0.639  8.190  1.063
N  -0.264  3.973  2.045
H  -2.785  3.565  1.416
H  -3.177  5.234  1.113
H  -3.078  4.785  2.725
H  -0.953  5.296  0.727
H  0.249  6.412  2.660
H  -1.248  6.162  3.529
H  -0.477  7.777  0.068
H  0.228  8.564  1.607
H  -1.130  9.107  0.737
H  -0.406  3.073  1.609
H  -0.040  3.878  3.025
C  -2.536  -7.370  1.336
C  -1.070  -7.281  1.406
C  -0.535  -5.809  1.204
O  -0.832  -4.926  2.199
C  0.048  -3.818  2.393
N  -0.695  -7.827  2.742
H  -2.761  -8.436  1.343
H  -2.972  -6.946  0.431
H  -2.968  -6.839  2.184
H  -0.633  -7.923  0.640
H  -0.741  -5.448  0.196
H  0.536  -5.996  1.126
H  0.243  -3.406  1.403
H  1.012  -4.203  2.724
H  -0.188  -2.935  2.986
H  0.302  -7.665  2.719
H  -0.977  -7.186  3.470
C  -4.571  -3.450  -0.295
C  -4.906  -4.841  -0.846
C  -6.465  -5.171  -0.728
O  -6.870  -6.246  -1.571
C  -8.359  -6.263  -1.721
N  -4.434  -4.818  -2.180
H  -3.554  -3.063  -0.362
H  -4.794  -3.479  0.771
H  -5.272  -2.877  -0.902
H  -4.509  -5.775  -0.448
H  -6.973  -4.300  -1.140
H  -6.908  -5.093  0.265
H  -8.618  -7.309  -1.882
H  -8.633  -5.623  -2.560
H  -8.872  -6.026  -0.789
H  -4.663  -5.764  -2.451
H  -4.955  -4.210  -2.796
C  4.640  -3.871  2.707
C  4.791  -2.324  2.549
C  4.073  -1.677  3.718
O  3.805  -0.306  3.369
C  2.706  -0.194  2.401
N  6.198  -1.881  2.575
H  4.997  -4.438  1.847
H  3.652  -4.243  2.979
H  5.394  -4.181  3.431
H  4.190  -1.958  1.717
H  4.609  -1.715  4.666
H  3.122  -2.103  4.039
H  3.273  0.258  1.587
H  1.970  0.583  2.609
H  2.116  -1.096  2.240
H  6.383  -0.894  2.682
H  6.563  -2.273  1.719
C  0.787  -6.786  6.129
C  0.746  -5.399  6.757
C  1.309  -4.260  5.858
O  2.642  -4.399  5.365
C  3.597  -4.280  6.360
N  -0.604  -5.133  7.152
H  1.816  -7.029  5.864
H  0.343  -6.825  5.135
H  0.329  -7.613  6.672
H  1.417  -5.407  7.616
H  1.235  -3.286  6.341
H  0.619  -4.168  5.019
H  4.564  -4.489  5.902
H  3.452  -5.061  7.107
H  3.604  -3.277  6.788
H  -0.643  -4.339  7.775
H  -1.082  -5.902  7.600
C  2.337  0.777  -4.680
C  1.295  0.028  -5.561
C  1.714  -1.447  -5.831
O  0.885  -1.830  -6.907
C  0.672  -3.238  -7.021
N  0.072  -0.018  -4.758
H  2.670  0.241  -3.791
H  1.849  1.710  -4.400
H  3.245  0.992  -5.244
H  1.166  0.540  -6.514
H  1.430  -1.993  -4.931
H  2.793  -1.579  -5.907
H  -0.273  -3.445  -7.524
H  0.732  -3.783  -6.079
H  1.546  -3.631  -7.541
H  -0.474  0.815  -4.926
H  -0.451  -0.751  -5.215


# C4H7ClN2

The molecule C4H7ClN2 at a distorted geometry (ωB97M-V with the def2-TZVPD basis set, the Open Molecules 2025 dataset).

As for the electronic energy: -19762.9166 eV. Its structure (SMILES) is CC[C@@](N)(Cl)C#N. As for the total charge: 0. The calculation puts the HOMO energy at -0.3822 Ha. The calculation puts the relative energy (zero: lowest compared OMol25 entry of this formula, charge and spin) at 175.3 kJ/mol. The calculation puts the gap between HOMO and LUMO at 11.1736 eV.

Cartesian coordinates (Å):
C  1.083  0.101  1.335
C  0.999  -0.026  -0.134
C  -0.500  -0.263  -0.692
N  -1.308  1.091  -0.510
Cl  -0.491  -0.508  -2.496
C  -1.279  -1.352  -0.032
N  -1.913  -2.250  0.360
H  0.502  0.850  1.734
H  2.029  0.345  1.639
H  0.800  -0.911  1.906
H  1.276  0.921  -0.554
H  1.745  -0.801  -0.457
H  -0.855  1.907  -0.985
H  -2.087  0.896  -1.114


# C23H33N7P2SSm

C23H33N7P2SSm as an isolated structure at a distorted geometry (ωB97M-V with the def2-TZVPD basis set, the Open Molecules 2025 dataset).

As for the electronic energy: -82113.8660 eV. As for the total charge: +3. Its expectation value of S² is 8.77. The calculation puts the HOMO energy (spin up / spin down) at -0.5838 / -0.5839 Ha. The multiplicity is 6. The calculation puts the relative energy (zero: lowest compared OMol25 entry of this formula, charge and spin) at 47.7 kJ/mol. The calculation puts the gap between HOMO and LUMO (spin up / spin down) at 6.5974 / 6.8375 eV.

Cartesian coordinates (Å):
Sm  -0.392  0.195  0.278
N  0.869  3.281  -3.308
C  0.188  2.468  -2.512
N  0.635  1.950  -1.393
C  1.924  2.326  -0.982
N  2.448  1.902  0.135
N  1.718  1.078  0.920
C  2.316  0.618  1.976
C  1.620  -0.284  2.877
C  2.250  -0.754  4.033
C  1.557  -1.582  4.901
C  0.254  -1.942  4.575
C  -0.297  -1.458  3.396
N  0.343  -0.635  2.559
C  2.724  3.194  -1.813
C  4.023  3.588  -1.468
C  4.733  4.427  -2.299
C  4.182  4.859  -3.508
C  2.906  4.475  -3.880
C  2.170  3.664  -3.024
H  0.451  3.651  -4.156
H  -0.825  2.225  -2.822
H  3.342  0.907  2.199
H  3.268  -0.461  4.234
H  2.016  -1.928  5.815
H  -0.327  -2.579  5.224
H  -1.310  -1.734  3.109
H  4.439  3.219  -0.547
H  5.722  4.754  -2.017
H  4.761  5.490  -4.163
H  2.482  4.788  -4.822
C  -2.784  3.168  1.615
P  -2.687  2.006  0.207
C  -3.326  3.034  -1.171
C  -4.132  0.881  0.519
C  -4.197  -0.236  -0.528
P  -2.740  -1.384  -0.398
C  -3.454  -2.833  0.462
C  -2.624  -1.993  -2.121
H  -3.798  3.558  1.730
H  -2.095  3.997  1.438
H  -2.486  2.667  2.537
H  -4.294  3.459  -0.898
H  -3.444  2.454  -2.087
H  -2.632  3.853  -1.357
H  -5.051  1.478  0.499
H  -4.033  0.452  1.525
H  -4.206  0.192  -1.536
H  -5.117  -0.817  -0.406
H  -4.262  -3.257  -0.138
H  -3.844  -2.553  1.440
H  -2.680  -3.588  0.599
H  -3.615  -2.265  -2.489
H  -1.981  -2.872  -2.154
H  -2.188  -1.223  -2.760
S  0.847  -2.115  -0.688
C  1.336  -3.629  -0.107
N  2.206  -3.894  0.864
C  2.538  -5.316  0.913
C  1.601  -5.925  -0.149
N  0.896  -4.757  -0.649
H  2.766  -3.210  1.344
H  2.354  -5.718  1.912
H  3.592  -5.472  0.667
H  0.896  -6.645  0.272
H  2.149  -6.412  -0.960
H  0.301  -4.789  -1.459